(1)
{"formula": "C43H56BrO4P2PdSbSi3", "method": "the ωB97M-V functional and the def2-TZVPD basis", "elements": ["Pd", "C", "Si", "C", "C", "Sb", "Si", "C", "C", "C", "Si", "C", "C", "C", "H", "H", "H", "H", "H", "H", "H", "H", "H", "H", "H", "H", "H", "H", "H", "H", "H", "H", "H", "H", "H", "H", "H", "H", "H", "H", "H", "Br", "C", "C", "C", "C", "C", "C", "C", "O", "O", "H", "H", "H", "H", "C", "P", "C", "C", "C", "C", "C", "C", "C", "C", "C", "C", "C", "C", "P", "C", "C", "C", "C", "C", "C", "C", "C", "C", "C", "C", "C", "H", "H", "H", "H", "H", "H", "H", "H", "H", "H", "H", "H", "H", "H", "H", "H", "H", "H", "H", "H", "H", "H", "C", "O", "C", "O", "H", "H", "H"], "positions_angstrom": [[-0.1079, -0.3207, 0.8508], [-2.9132, 0.4429, 4.7602], [-1.0870, 0.1677, 5.1625], [-0.9607, -1.5024, 6.0444], [-0.6599, 1.4498, 6.4916], [0.2449, 0.8526, 3.1013], [2.6375, 0.3344, 3.8263], [3.5840, -0.8878, 2.7328], [2.8729, -0.2162, 5.6263], [3.5771, 1.9743, 3.6764], [-0.1391, -2.3653, 1.9825], [0.9549, -2.9449, 3.4345], [-1.9095, -2.8239, 2.4815], [0.3200, -3.6609, 0.6562], [-3.4819, 0.5720, 5.6876], [-3.3455, -0.3974, 4.2161], [-3.0512, 1.3361, 4.1478], [-1.6656, -1.4911, 6.8842], [0.0388, -1.6798, 6.4476], [-1.2177, -2.3335, 5.3908], [-1.3392, 1.3574, 7.3457], [-0.7429, 2.4621, 6.0926], [0.3606, 1.3124, 6.8570], [2.9660, -1.2467, 1.9097], [3.9253, -1.7437, 3.3210], [4.4589, -0.3903, 2.3097], [2.3839, -1.1751, 5.8092], [2.4754, 0.5121, 6.3365], [3.9418, -0.3396, 5.8326], [3.5096, 2.3527, 2.6532], [4.6367, 1.8424, 3.9212], [3.1567, 2.7342, 4.3400], [0.8730, -2.3106, 4.3154], [2.0042, -2.9877, 3.1442], [0.6492, -3.9594, 3.7196], [-2.3240, -2.1326, 3.2132], [-1.9404, -3.8339, 2.9076], [-2.5408, -2.7913, 1.5928], [1.3377, -3.5111, 0.2820], [-0.3773, -3.5922, -0.1795], [0.2691, -4.6687, 1.0870], [-7.1905, 2.5878, 0.5987], [-5.9233, 1.2402, 0.1011], [-6.2484, 0.3704, -0.9270], [-5.3230, -0.5970, -1.2916], [-4.0990, -0.6955, -0.6401], [-3.8090, 0.1859, 0.3933], [-4.7156, 1.1689, 0.7698], [-3.0751, -1.7516, -1.0741], [-3.4313, -2.5392, -1.9736], [-1.9714, -1.7209, -0.4812], [-7.2017, 0.4561, -1.4321], [-5.5241, -1.2977, -2.0919], [-2.8488, 0.1070, 0.8884], [-4.4681, 1.8732, 1.5523], [4.1439, 0.0616, -1.3163], [2.3831, 0.4120, -0.7782], [2.3050, 2.2320, -1.0472], [1.8883, 2.9819, 0.0502], [1.8040, 4.3666, -0.0172], [2.1302, 5.0224, -1.1920], [2.5524, 4.2898, -2.2953], [2.6450, 2.9103, -2.2189], [1.5484, -0.3471, -2.2228], [1.8523, -0.0771, -3.5610], [1.1200, -0.6547, -4.5834], [0.0672, -1.5145, -4.2855], [-0.2282, -1.8141, -2.9682], [0.5265, -1.2397, -1.9493], [5.4163, 0.7666, -0.1895], [6.9559, -0.0138, -0.8391], [7.0037, -1.0096, -1.8100], [8.2176, -1.5591, -2.2092], [9.4053, -1.1184, -1.6488], [9.3725, -0.1245, -0.6774], [8.1615, 0.4123, -0.2752], [5.6907, 2.4522, -0.8724], [5.4754, 3.5392, -0.0313], [5.6801, 4.8353, -0.4855], [6.1052, 5.0552, -1.7860], [6.3210, 3.9765, -2.6354], [6.1167, 2.6842, -2.1791], [4.3368, 0.3183, -2.3625], [4.2185, -1.0258, -1.2167], [1.5795, 2.4741, 0.9559], [1.4450, 4.9166, 0.8435], [2.0497, 6.1017, -1.2570], [2.8203, 4.7964, -3.2154], [2.9977, 2.3685, -3.0851], [2.6642, 0.5892, -3.8190], [1.3624, -0.4245, -5.6152], [-0.5244, -1.9462, -5.0845], [-1.0615, -2.4540, -2.7017], [0.2870, -1.5404, -0.9316], [6.0923, -1.3643, -2.2723], [8.2274, -2.3345, -2.9657], [10.3500, -1.5462, -1.9611], [10.2929, 0.2279, -0.2276], [8.1444, 1.1826, 0.4886], [5.1221, 3.3670, 0.9786], [5.4865, 5.6719, 0.1739], [6.2598, 6.0664, -2.1427], [6.6468, 4.1449, -3.6549], [6.2928, 1.8439, -2.8422], [-1.5300, 2.5097, -2.2229], [-0.9332, 1.4270, -1.5277], [-0.8272, 1.5715, -0.1415], [-1.2491, 2.6144, 0.3278], [-1.4997, 2.2482, -3.2812], [-0.9843, 3.4419, -2.0496], [-2.5666, 2.6604, -1.9092]], "e_lumo_ha": 0.136, "fmax_ev_per_a": 1.00, "charge": -2, "orbital_gap_ha": 0.18954, "energy_ev": -175965.343, "e_above_lowest_kcal_mol": 18.88, "homo_ev": -1.5}

=====

(2)
{"formula": "C4H11NO", "method": "the ωB97M-V functional and the def2-TZVPD basis", "elements": ["C", "C", "C", "O", "N", "C", "H", "H", "H", "H", "H", "H", "H", "H", "H", "H", "H"], "positions_angstrom": [[0.6731, -1.5593, -1.4411], [0.7841, -1.2615, 0.0484], [-0.2083, -0.2207, 0.5855], [-1.4947, -0.4532, 0.0518], [0.2120, 1.1304, 0.2699], [-0.5197, 2.1222, 1.0450], [1.4572, -2.2640, -1.7384], [-0.2894, -2.0261, -1.6761], [0.7794, -0.6557, -2.0471], [1.8106, -0.9554, 0.2866], [0.6146, -2.2047, 0.5833], [-0.2655, -0.3523, 1.6717], [-1.6009, 0.1842, -0.6677], [0.1593, 1.3166, -0.7254], [-0.2823, 3.1255, 0.6783], [-1.6045, 1.9916, 0.9763], [-0.2249, 2.0824, 2.0991]], "e_lumo_ha": 0.036, "fmax_ev_per_a": 1.17, "orbital_gap_ha": 0.37240, "energy_ev": -7863.633, "e_above_lowest_kcal_mol": 21.23, "homo_ev": -9.2, "smiles": "CC[C@H](O)NC"}

=====

(3)
{"formula": "C35H71N7O3", "method": "the ωB97M-V functional and the def2-TZVPD basis", "elements": ["N", "C", "O", "C", "C", "C", "C", "C", "C", "C", "C", "C", "O", "N", "N", "C", "O", "H", "H", "H", "H", "H", "H", "H", "H", "H", "H", "H", "C", "C", "N", "C", "C", "C", "C", "H", "H", "H", "H", "H", "H", "H", "H", "H", "H", "H", "H", "H", "H", "H", "C", "C", "N", "C", "C", "C", "C", "H", "H", "H", "H", "H", "H", "H", "H", "H", "H", "H", "H", "H", "H", "H", "C", "C", "N", "C", "C", "C", "C", "H", "H", "H", "H", "H", "H", "H", "H", "H", "H", "H", "H", "H", "H", "H", "C", "C", "N", "C", "C", "C", "C", "H", "H", "H", "H", "H", "H", "H", "H", "H", "H", "H", "H", "H", "H", "H"], "positions_angstrom": [[2.5817, -2.3296, 0.5696], [2.1390, -0.9665, 0.3479], [2.0574, -0.2751, 1.3402], [1.8323, -0.4305, -1.1122], [0.2803, -0.6462, -1.5585], [-0.5757, -0.6792, -0.2594], [-1.0196, 0.5772, 0.3847], [-1.7996, 0.5092, 1.6158], [-2.1524, -0.7522, 2.2917], [-1.7224, -1.9760, 1.6554], [-0.9514, -1.9514, 0.3817], [-0.6926, -3.4795, 0.0285], [0.1545, -4.0300, -0.6110], [-1.7935, -4.1294, 0.7428], [-3.0033, -3.9820, 0.0012], [-1.9079, -3.4769, 2.0512], [-2.0606, -3.9949, 3.1078], [2.7197, -2.8071, -0.3263], [1.8506, -2.8296, 1.0874], [2.5209, -0.9834, -1.8041], [2.0222, 0.6718, -1.0968], [0.0193, 0.2270, -2.2104], [0.2307, -1.5848, -2.1662], [-0.7706, 1.5650, -0.0620], [-2.1229, 1.4571, 2.1022], [-2.7218, -0.8040, 3.2428], [-2.8472, -3.5264, -0.9023], [-3.7291, -3.4952, 0.5310], [1.6903, 3.0063, 0.7008], [2.8336, 4.0104, 0.7497], [2.8766, 4.7754, 1.9855], [3.7648, 5.9284, 1.9205], [5.2599, 5.6667, 1.7270], [2.9429, 3.9998, 3.2169], [4.1059, 3.0183, 3.3806], [0.7290, 3.4899, 0.8955], [1.6422, 2.5486, -0.2903], [1.8246, 2.1985, 1.4213], [2.6922, 4.7032, -0.0861], [3.7785, 3.4825, 0.5611], [3.6273, 6.5387, 2.8189], [3.4258, 6.5658, 1.0961], [5.7252, 5.2853, 2.6360], [5.7665, 6.6040, 1.4816], [5.4577, 4.9681, 0.9124], [2.0100, 3.4362, 3.3164], [2.9353, 4.6824, 4.0725], [4.2681, 2.4097, 2.4894], [3.8928, 2.3340, 4.2057], [5.0365, 3.5299, 3.6263], [2.8558, -3.6587, -3.0253], [3.1534, -4.3370, -4.3547], [2.9378, -3.4728, -5.5052], [2.9267, -4.1911, -6.7733], [4.2179, -4.8855, -7.2106], [3.6655, -2.2119, -5.5048], [5.1918, -2.2683, -5.4006], [1.8488, -3.2355, -2.9998], [2.9250, -4.3903, -2.2165], [3.5743, -2.8649, -2.8037], [2.4841, -5.1988, -4.4336], [4.1758, -4.7373, -4.3288], [2.6055, -3.5108, -7.5685], [2.1382, -4.9500, -6.7207], [4.9656, -4.1707, -7.5547], [4.0078, -5.5525, -8.0507], [4.6534, -5.4928, -6.4154], [3.2931, -1.6025, -4.6746], [3.3950, -1.6402, -6.3980], [5.5329, -2.9527, -4.6218], [5.5780, -1.2762, -5.1523], [5.6520, -2.5593, -6.3444], [-1.0142, -0.7977, 5.9873], [-1.6147, 0.6018, 6.0034], [-2.9001, 0.6734, 6.6815], [-3.6112, 1.9221, 6.4407], [-2.9757, 3.2153, 6.9552], [-2.9284, 0.1901, 8.0547], [-1.9745, 0.8408, 9.0599], [-1.7173, -1.5238, 5.5720], [-0.1165, -0.8077, 5.3647], [-0.7208, -1.1288, 6.9854], [-1.7524, 0.9056, 4.9602], [-0.8835, 1.2973, 6.4370], [-4.6249, 1.8420, 6.8461], [-3.7512, 2.0241, 5.3582], [-3.0627, 3.3062, 8.0381], [-3.4946, 4.0751, 6.5230], [-1.9231, 3.2996, 6.6798], [-2.7239, -0.8847, 8.0429], [-3.9498, 0.2633, 8.4410], [-0.9607, 0.9427, 8.6687], [-1.9145, 0.2225, 9.9593], [-2.3256, 1.8233, 9.3747], [-3.6117, 1.7400, -2.1751], [-3.3236, 1.0112, -3.4810], [-4.0777, -0.2234, -3.6336], [-3.5915, -1.0668, -4.7184], [-3.6944, -0.5237, -6.1449], [-5.5256, -0.1074, -3.5294], [-6.2360, 0.8484, -4.4913], [-3.4641, 1.0806, -1.3165], [-2.9313, 2.5884, -2.0667], [-4.6295, 2.1339, -2.1416], [-2.2552, 0.7711, -3.4874], [-3.4935, 1.7012, -4.3186], [-4.0969, -2.0367, -4.6733], [-2.5372, -1.2924, -4.5200], [-4.7206, -0.5420, -6.5120], [-3.1062, -1.1523, -6.8186], [-3.3092, 0.4936, -6.2314], [-5.7712, 0.1982, -2.5076], [-5.9739, -1.1010, -3.6261], [-5.7387, 1.8175, -4.5613], [-7.2543, 1.0312, -4.1387], [-6.3193, 0.4278, -5.4931]], "e_lumo_ha": -0.018, "fmax_ev_per_a": 2.88, "orbital_gap_ha": 0.27856, "energy_ev": -54015.874, "e_above_lowest_kcal_mol": 50.71, "homo_ev": -8.1, "smiles": "NC(=O)CCc1cccc2c1C(=O)N(N)C2=O.CCN(CC)CC.CCN(CC)CC.CCN(CC)CC.CCN(CC)CC"}